Computed, not measured: a cluster of 8 separate species, C39H94O24S3 in total, with ωB97M-V/def2-TZVPD.

Positions of all 160 atoms, in Å:
O  -0.959  4.178  -0.729
S  -1.558  3.450  -1.832
O  -2.199  2.125  -1.688
O  -2.655  4.375  -2.586
C  -2.326  5.713  -2.891
C  -2.818  6.685  -1.768
C  -0.304  3.260  -3.205
H  -2.793  6.088  -3.802
H  -1.283  5.836  -3.183
H  -2.546  6.336  -0.772
H  -3.902  6.766  -1.852
H  -2.551  7.731  -1.921
H  -0.737  3.529  -4.169
H  0.029  2.223  -3.178
H  0.485  3.989  -3.019
O  -0.319  -1.020  -3.234
S  0.078  -1.159  -1.850
O  1.013  -2.240  -1.491
O  0.696  0.257  -1.339
C  1.307  0.414  -0.033
C  0.643  1.639  0.640
C  -1.516  -1.231  -0.875
H  2.325  0.702  -0.295
H  1.323  -0.511  0.543
H  0.848  2.455  -0.052
H  1.109  1.963  1.570
H  -0.409  1.534  0.907
H  -1.201  -1.206  0.168
H  -2.018  -2.167  -1.120
H  -2.249  -0.487  -1.188
O  5.236  -1.247  3.852
S  5.483  -1.718  2.505
O  4.927  -3.003  2.103
O  5.027  -0.472  1.503
C  5.570  0.827  1.674
C  4.701  1.710  0.803
C  7.295  -1.751  2.085
H  6.545  0.949  1.202
H  5.654  1.007  2.746
H  3.700  1.752  1.233
H  4.685  1.412  -0.245
H  5.091  2.724  0.894
H  7.701  -0.848  2.541
H  7.279  -1.487  1.028
H  7.823  -2.678  2.312
C  0.683  -3.077  2.358
O  -0.021  -2.101  3.118
C  -1.323  -2.453  3.617
C  -2.428  -2.613  2.572
O  -2.388  -3.562  1.548
C  -3.620  -3.587  0.798
C  -3.495  -4.463  -0.468
O  -3.275  -5.859  -0.107
C  -3.136  -6.740  -1.183
H  1.728  -2.868  2.131
H  0.226  -3.333  1.402
H  0.660  -3.986  2.958
H  -1.531  -1.684  4.361
H  -1.250  -3.372  4.199
H  -2.498  -1.608  2.155
H  -3.351  -2.726  3.140
H  -3.953  -2.587  0.520
H  -4.389  -4.064  1.405
H  -2.656  -4.118  -1.073
H  -4.346  -4.441  -1.148
H  -2.571  -6.298  -2.003
H  -4.127  -6.946  -1.588
H  -2.549  -7.644  -1.020
C  9.235  3.426  -3.345
O  8.586  2.192  -3.082
C  8.474  1.665  -1.751
C  7.527  0.397  -1.718
O  6.214  0.640  -2.236
C  5.427  -0.542  -2.342
C  4.043  -0.215  -2.942
O  4.024  0.302  -4.320
C  2.736  0.661  -4.754
H  10.298  3.468  -3.108
H  8.695  4.210  -2.814
H  9.281  3.712  -4.395
H  8.187  2.423  -1.022
H  9.480  1.508  -1.361
H  7.376  -0.071  -0.746
H  8.020  -0.354  -2.336
H  5.361  -0.944  -1.331
H  5.965  -1.249  -2.973
H  3.605  0.440  -2.188
H  3.466  -1.140  -2.941
H  2.801  1.073  -5.761
H  2.198  1.297  -4.051
H  2.092  -0.216  -4.812
C  -2.984  7.859  6.916
O  -1.659  7.509  6.426
C  -1.460  6.102  6.253
C  -0.114  5.940  5.451
O  -0.003  4.603  4.975
C  0.882  4.345  3.852
C  2.412  4.250  4.151
O  2.834  3.187  4.985
C  3.221  1.925  4.482
H  -3.705  7.448  6.210
H  -3.157  8.931  7.007
H  -3.038  7.500  7.944
H  -2.237  5.776  5.562
H  -1.454  5.506  7.166
H  0.751  6.212  6.056
H  -0.070  6.728  4.700
H  0.741  4.973  2.973
H  0.624  3.358  3.466
H  2.697  5.117  4.747
H  2.981  4.350  3.226
H  2.367  1.375  4.086
H  3.572  1.349  5.339
H  3.972  1.967  3.694
C  -4.922  -1.158  -2.004
O  -4.501  -0.715  -0.805
C  -4.884  0.634  -0.359
C  -4.172  1.000  0.971
O  -4.802  0.455  2.164
C  -4.182  0.817  3.403
C  -4.974  0.239  4.640
O  -4.774  -1.139  4.753
C  -5.283  -1.702  5.877
H  -6.009  -1.239  -2.034
H  -4.572  -2.176  -2.173
H  -4.578  -0.612  -2.882
H  -5.972  0.642  -0.285
H  -4.595  1.329  -1.147
H  -4.164  2.074  1.158
H  -3.154  0.650  0.799
H  -4.058  1.881  3.605
H  -3.213  0.326  3.499
H  -6.013  0.442  4.384
H  -4.716  0.825  5.522
H  -4.867  -2.709  5.915
H  -6.358  -1.863  5.800
H  -5.101  -1.180  6.817
C  -0.046  -4.411  -3.957
O  0.647  -5.542  -4.431
C  -0.027  -6.763  -4.110
C  -1.477  -6.936  -4.761
O  -2.451  -5.944  -4.428
C  -3.683  -5.911  -5.144
C  -4.230  -4.447  -4.909
O  -3.392  -3.380  -5.383
C  -4.080  -2.250  -5.895
H  0.427  -3.433  -4.047
H  -0.451  -4.554  -2.955
H  -0.931  -4.304  -4.585
H  -0.237  -6.792  -3.041
H  0.676  -7.555  -4.369
H  -1.917  -7.919  -4.594
H  -1.342  -6.837  -5.838
H  -4.368  -6.642  -4.716
H  -3.621  -6.019  -6.227
H  -4.410  -4.272  -3.848
H  -5.253  -4.420  -5.282
H  -3.371  -1.478  -6.193
H  -4.769  -1.817  -5.170
H  -4.714  -2.462  -6.756

Values from the calculation:
2S+1   2
Molar mass   1043.4 u
Largest force on an atom   3.8 eV/A
<S²>   0.7564
Relative energy (zero: lowest compared OMol25 entry of this formula, charge and spin)   0.0 kcal per mole
HOMO energy (spin up / spin down)   -10.01 / -10.01 eV
Total charge   +1